[1]
{
  "formula": "C15H12F3N3O6PS",
  "method": "wB97M-V/def2-TZVPD",
  "orbital_gap_ev": 5.333,
  "charge": -1,
  "multiplicity": 1,
  "max_force_ev_per_a": 4.05,
  "energy_ev": -60777.66465,
  "elements": ["S", "P", "F", "F", "F", "O", "O", "O", "O", "O", "O", "N", "N", "N", "C", "C", "C", "C", "C", "C", "C", "C", "C", "C", "C", "C", "C", "C", "C", "H", "H", "H", "H", "H", "H", "H", "H", "H", "H", "H", "H"],
  "positions_angstrom": [[6.509, 0.449, -3.039], [-2.350, -1.133, -1.783], [-0.536, 3.400, 0.280], [-1.464, 5.267, 0.886], [-2.004, 4.357, -0.998], [3.477, 0.517, -1.286], [-3.144, -2.275, -2.745], [-2.912, 3.488, 2.441], [-3.262, -0.936, -0.404], [-2.981, 2.052, 0.658], [4.366, -3.609, 0.159], [5.589, -1.547, -1.217], [4.230, -1.793, -1.445], [-2.178, 0.205, -2.587], [0.519, -0.810, -1.620], [-2.898, 3.320, 0.993], [2.189, -2.701, -0.725], [-0.356, -3.149, -0.795], [-2.003, 2.741, 3.226], [1.871, -1.329, -1.284], [-1.710, 4.065, 0.292], [1.522, -5.856, 1.038], [-0.638, -1.768, -1.375], [3.302, -0.681, -1.354], [3.741, -2.851, -0.535], [6.107, -0.860, -2.156], [-0.609, 3.345, 3.292], [1.047, -3.622, -0.462], [1.320, -5.025, 0.157], [-1.250, -3.811, -0.615], [-2.646, 0.972, -2.083], [-3.085, -0.027, -0.060], [-3.192, -3.124, -2.242], [-0.651, 4.433, 3.363], [-0.024, 3.088, 2.411], [-0.066, 2.952, 4.158], [-3.754, 3.961, 0.711], [1.766, -6.607, 1.834], [-1.970, 1.685, 2.940], [-2.417, 2.765, 4.240], [0.393, 0.231, -2.021]],
  "forces_ev_per_a": [[-0.2, -3.0, 1.3], [-1.3, 2.4, -0.7], [-0.2, 0.0, -0.2], [0.1, 0.0, -0.1], [0.0, -0.2, 0.2], [1.0, -2.1, -0.4], [1.4, 0.2, 2.7], [0.5, 0.8, 0.1], [1.5, -1.1, -1.6], [0.3, -0.2, -0.7], [-0.5, 1.3, -1.4], [1.8, 1.7, -3.2], [-0.1, -0.6, 2.2], [-0.1, -1.1, 1.0], [0.8, -3.0, 1.3], [-0.3, -1.5, 0.0], [-3.3, 1.0, -0.6], [1.8, 2.1, -0.7], [-0.2, 0.1, 0.2], [-0.1, -2.5, 0.8], [0.0, 0.2, 0.6], [0.1, 0.3, -0.6], [3.1, -1.6, 0.9], [-3.0, 1.2, -0.2], [-2.2, -0.1, -0.5], [-1.0, 2.1, 1.4], [0.4, -0.2, -0.1], [0.1, 0.5, -0.5], [-0.4, 1.8, 1.2], [1.3, 0.6, -0.1], [0.2, -0.2, -0.4], [-0.1, 0.2, 0.2], [-0.1, 0.6, -0.6], [-0.1, -0.1, 0.1], [0.0, 0.1, 0.0], [-0.1, 0.0, 0.0], [-0.2, 0.1, 0.0], [-0.5, 1.2, -1.5], [0.0, 0.1, -0.3], [-0.2, 0.0, -0.1], [-0.2, -1.3, 0.5]]
}

[2]
{
  "formula": "C9H26N4O3Sn",
  "method": "wB97M-V/def2-TZVPD",
  "orbital_gap_ev": [6.884, 3.349],
  "charge": 3,
  "multiplicity": 2,
  "max_force_ev_per_a": 5.36,
  "energy_ev": -27656.84465,
  "elements": ["Sn", "O", "O", "O", "N", "N", "N", "N", "C", "C", "C", "C", "C", "C", "C", "C", "C", "H", "H", "H", "H", "H", "H", "H", "H", "H", "H", "H", "H", "H", "H", "H", "H", "H", "H", "H", "H", "H", "H", "H", "H", "H", "H"],
  "positions_angstrom": [[11.319, 6.021, 20.416], [13.399, 6.690, 22.613], [10.547, 8.487, 21.710], [13.064, 8.097, 19.241], [9.687, 10.605, 21.798], [8.445, 9.017, 21.213], [13.988, 5.433, 18.740], [12.697, 3.956, 22.043], [13.277, 4.319, 23.294], [14.825, 6.448, 19.249], [16.240, 6.243, 18.752], [9.637, 9.313, 21.579], [14.081, 5.680, 23.365], [12.799, 9.473, 19.132], [14.358, 7.844, 18.776], [14.100, 3.161, 23.787], [13.901, 7.975, 22.758], [14.329, 4.551, 19.096], [13.538, 10.004, 19.732], [8.122, 8.099, 20.941], [13.358, 3.504, 21.427], [13.620, 2.183, 23.825], [14.453, 7.924, 17.694], [16.573, 5.301, 19.187], [12.813, 9.886, 18.124], [14.845, 6.482, 20.338], [16.836, 7.031, 19.213], [16.250, 6.233, 17.662], [14.090, 5.517, 17.739], [15.088, 5.558, 22.967], [10.541, 11.066, 22.079], [8.854, 11.040, 21.428], [12.009, 3.229, 22.179], [11.807, 9.741, 19.494], [13.403, 8.790, 22.233], [15.009, 3.062, 23.193], [12.396, 4.376, 23.933], [15.072, 8.569, 19.167], [14.903, 7.993, 22.329], [14.290, 3.385, 24.837], [14.198, 6.034, 24.389], [13.969, 8.191, 23.824], [7.740, 9.735, 21.137]],
  "forces_ev_per_a": [[1.2, 0.9, -0.3], [0.2, -0.2, -0.3], [2.3, -2.1, -0.2], [-1.0, -0.8, 0.2], [1.4, 1.5, 0.4], [-4.5, -2.4, -1.8], [-2.2, -0.4, 1.0], [-0.8, 1.4, -2.8], [-0.5, -0.2, 1.2], [1.1, 2.4, -0.4], [-0.1, 0.1, 1.1], [0.6, 0.5, 0.4], [-1.7, -1.8, -0.2], [-0.7, 1.7, 0.4], [1.2, -1.4, 0.3], [0.9, 0.4, 1.2], [0.1, 1.3, 0.2], [0.0, -0.5, -0.6], [0.0, 0.3, 0.0], [0.3, 0.1, 0.2], [0.5, 0.0, -0.2], [-0.5, 0.3, -0.4], [-0.4, -0.1, -0.3], [0.4, -0.1, -0.4], [0.4, -0.5, -0.3], [-0.2, -0.3, 0.3], [0.5, 0.0, -0.6], [0.4, 0.0, 0.1], [-0.4, -0.8, -0.4], [0.4, 0.2, -0.4], [-0.5, 0.3, -0.1], [0.9, 1.3, 0.6], [-0.4, -0.1, 0.3], [0.0, -0.5, 0.3], [-0.9, -0.7, -0.1], [0.3, 0.0, 0.3], [0.2, 0.6, 0.5], [-0.1, 0.2, 0.2], [0.8, -0.3, 0.2], [0.8, -0.3, 0.1], [0.0, 0.1, 0.2], [0.3, 0.1, 0.3], [-0.1, -0.4, 0.0]]
}

[3]
{
  "formula": "C3H8BrN2",
  "method": "wB97M-V/def2-TZVPD",
  "orbital_gap_ev": 10.479,
  "charge": 1,
  "multiplicity": 1,
  "relative_energy_ev": 0.878,
  "max_force_ev_per_a": 3.85,
  "energy_ev": -76256.43285,
  "elements": ["Br", "N", "N", "C", "C", "C", "H", "H", "H", "H", "H", "H", "H", "H"],
  "positions_angstrom": [[2.245, 1.485, 2.673], [0.151, -0.659, 0.566], [-1.549, -0.594, -0.855], [-0.386, -0.089, -1.640], [-1.142, -0.868, 0.394], [0.669, -0.021, -0.589], [-0.740, 0.903, -2.070], [-0.195, -0.802, -2.493], [1.521, -0.592, -0.966], [0.954, 1.021, -0.394], [2.622, 2.505, 3.690], [0.300, -0.484, 1.544], [-2.538, -0.620, -0.946], [-1.912, -1.184, 1.088]],
  "forces_ev_per_a": [[0.4, 1.0, 1.0], [-2.8, -1.0, 1.9], [1.4, -0.8, 3.0], [-3.1, 0.4, -2.3], [-1.0, 0.3, -2.8], [2.7, 1.0, -1.0], [1.0, -1.1, 0.4], [0.0, 0.8, 1.0], [0.2, 0.4, 0.3], [0.1, -0.4, 0.1], [-0.5, -1.0, -1.0], [1.5, 0.2, 0.2], [-0.6, 0.2, -1.3], [0.6, -0.1, 0.5]]
}